Entry 1:
132
Properties=species:S:1:pos:R:3:forces:R:3 method="wB97M-V/def2-TZVPD" homo_energy_ev=-9.3 total_energy_ha=-3696.59996 max_force_ev_per_a=1.24 homo_lumo_gap_ev=9.69 de_lowest_ev=0.1529
C -4.462703 -1.164608 3.621548 0.0 0.0 0.0
C -3.866229 -1.690737 2.357207 -0.2 0.0 0.1
O -3.878145 -1.139281 1.286000 0.0 0.0 -0.1
O -3.289487 -2.891979 2.544531 0.0 0.0 0.4
C -2.624862 -3.463254 1.433737 0.4 0.2 -0.6
H -3.269219 -3.419610 0.549053 0.1 -0.1 0.1
H -2.416453 -4.495729 1.716373 0.0 0.0 -0.1
C -1.314069 -2.731945 1.131915 -0.5 0.0 -0.4
C -0.605695 -3.314652 -0.102590 0.6 -0.3 0.4
C 0.741848 -2.593825 -0.296528 -0.5 0.0 0.3
C 1.536287 -2.688834 1.008057 0.0 0.8 -0.2
H 2.481981 -2.142850 0.915174 -0.2 -0.1 0.0
O 1.786209 -4.066021 1.259500 -0.3 -0.1 0.1
C 3.052925 -4.492259 1.341479 0.2 -0.2 0.0
O 4.010208 -3.765879 1.289228 0.0 0.0 0.0
C 3.097450 -5.982624 1.501941 0.1 0.1 0.0
H 2.365166 -6.296033 2.240200 -0.1 -0.1 0.0
H 4.095974 -6.292856 1.793748 0.0 0.0 0.0
H 2.837294 -6.441741 0.550179 0.0 0.0 -0.1
C 0.704695 -2.155790 2.185929 0.5 -0.4 0.2
O 0.518167 -0.792035 2.019256 0.0 0.1 -0.1
C -0.026105 -0.128261 3.171078 0.1 0.1 0.3
C -1.155633 0.770463 2.806858 -0.1 0.2 -0.7
C -1.389262 1.510464 1.666960 0.1 -0.4 0.5
N -2.502595 2.218233 1.943888 0.8 -0.8 -0.1
N -2.928282 1.931095 3.160340 -1.0 0.7 0.3
N -2.140842 1.062126 3.684981 0.5 -0.3 0.3
C -3.123195 3.222251 1.123873 -0.8 0.5 -0.2
H -2.917857 4.203235 1.564250 0.0 -0.1 0.0
H -2.689739 3.156406 0.120162 -0.1 0.1 0.4
C -4.642847 3.032283 1.038432 0.3 0.4 0.4
C -5.298484 4.172778 0.234127 0.0 -0.2 0.0
H -4.631593 5.023868 0.122757 0.0 0.1 0.0
C -5.622444 3.503881 -1.098529 0.0 -0.3 0.2
H -6.465816 3.954392 -1.615008 0.0 0.0 -0.1
H -4.751512 3.494571 -1.753364 0.0 0.0 -0.1
C -5.904377 2.073231 -0.646013 -0.2 0.1 -0.6
C -5.846022 1.024104 -1.763318 -0.5 0.1 0.5
C -5.885419 -0.406239 -1.205510 0.1 0.1 -0.1
H -6.891550 -0.818710 -1.218021 0.0 0.0 0.0
C -4.921291 -1.160921 -2.114862 0.0 0.2 -0.1
H -4.443285 -1.991235 -1.601705 0.0 -0.1 0.0
H -5.431978 -1.524015 -3.008483 0.1 0.0 0.0
C -3.923899 -0.062504 -2.493295 0.3 -0.4 0.1
H -3.479448 -0.213321 -3.485598 0.0 0.0 0.1
C -2.794053 0.048172 -1.449178 -0.9 -0.2 -0.1
N -1.804869 0.993798 -1.874722 0.9 0.1 -0.5
C -0.752191 0.789984 -2.692407 0.2 0.6 -0.1
C -0.162874 2.034302 -2.816069 -0.2 -0.7 -0.2
N -0.889189 2.901091 -2.078475 0.4 0.4 -0.3
N -1.861392 2.270785 -1.529596 -0.8 0.1 0.5
C 1.055589 2.451257 -3.567217 0.0 0.0 0.0
H 1.296947 1.690872 -4.322946 0.0 0.1 0.0
H 0.876680 3.416363 -4.046948 0.0 -0.2 -0.1
O 2.187178 2.681134 -2.737439 0.0 0.1 0.1
C 2.803496 1.545118 -2.227062 0.3 -0.1 -0.3
O 2.050927 0.871630 -1.249812 0.0 -0.1 -0.1
C 2.177128 1.336484 0.080174 -0.1 0.2 0.7
C 1.636107 2.770926 0.241501 0.2 0.0 -0.7
H 2.364500 3.504318 -0.110649 -0.3 -0.1 0.1
H 0.715706 2.882080 -0.337065 0.2 0.0 0.1
O 1.307554 3.027761 1.600560 -0.2 -0.3 0.2
C 2.168940 3.744443 2.332874 0.0 0.2 0.3
O 3.181618 4.229595 1.894555 0.1 0.0 0.0
C 1.698547 3.856075 3.752041 0.1 0.0 -0.1
H 2.027042 4.797611 4.181348 0.0 0.0 0.0
H 2.157810 3.037472 4.303433 0.0 0.0 0.0
H 0.619544 3.753157 3.804012 -0.1 0.0 0.1
C 3.629722 1.194802 0.593584 -0.1 0.4 -0.2
H 3.884760 2.070560 1.200675 0.0 -0.2 -0.2
C 4.634914 1.069604 -0.570631 0.3 0.7 0.5
C 4.200073 1.975807 -1.724055 0.2 -0.6 -0.4
O 4.157289 3.310331 -1.261217 -0.2 0.0 0.2
C 5.275088 4.058129 -1.381177 0.2 0.2 0.1
O 6.280833 3.662884 -1.902556 0.1 -0.1 0.0
C 5.048095 5.405620 -0.768653 0.1 0.0 0.0
H 4.315918 5.946415 -1.363780 -0.1 0.1 0.0
H 5.980420 5.959816 -0.735039 0.0 0.0 0.0
H 4.638126 5.275226 0.231299 0.0 0.0 0.0
H 4.925929 1.908639 -2.544214 -0.2 -0.1 0.2
H 5.633259 1.361826 -0.216915 -0.3 0.0 -0.1
O 4.704835 -0.263171 -1.043403 -0.3 0.0 -0.3
C 5.715189 -1.023979 -0.562557 0.2 -0.2 -0.1
O 6.554559 -0.617140 0.189621 0.1 0.0 0.1
C 5.627624 -2.415545 -1.111317 0.0 0.1 0.1
H 5.161162 -3.039671 -0.349955 0.0 0.0 -0.1
H 5.023957 -2.425449 -2.012726 0.0 -0.1 -0.1
H 6.626327 -2.797277 -1.301926 0.1 0.0 0.0
O 3.810049 0.024496 1.387638 0.1 -0.3 -0.2
C 3.616197 0.109198 2.707150 0.0 -0.2 0.2
O 3.131319 1.065119 3.255687 0.0 0.2 0.0
C 4.120764 -1.123423 3.400928 -0.1 0.0 -0.1
H 4.171495 -1.962219 2.713606 0.0 -0.1 0.0
H 3.503221 -1.349591 4.265678 0.0 0.0 0.0
H 5.131497 -0.910161 3.747235 0.1 0.0 0.0
H 1.541708 0.660942 0.667435 0.2 0.2 -0.1
H 2.922710 0.785105 -3.020322 0.0 0.2 0.2
H -0.481395 -0.169503 -3.075678 0.0 -0.3 -0.1
H -2.319837 -0.925908 -1.319202 0.0 0.1 0.0
H -3.227343 0.392656 -0.507090 0.2 -0.1 0.0
O -4.675661 1.129875 -2.561545 0.2 0.2 0.0
H -5.503665 -0.403625 -0.186002 -0.1 -0.1 0.0
H -6.699664 1.219844 -2.429963 0.1 0.0 0.1
H -6.912965 2.010735 -0.197568 0.1 0.0 -0.1
O -4.938043 1.821223 0.357683 0.2 -0.2 -0.1
H -6.213156 4.504971 0.725807 0.0 0.1 0.0
H -5.043238 2.966301 2.059716 0.0 0.0 -0.2
H -0.868317 1.575916 0.740150 0.1 0.1 -0.3
H -0.381437 -0.862516 3.899497 0.0 0.1 0.0
H 0.780958 0.466705 3.620517 -0.1 -0.2 -0.1
O -0.499177 -2.862549 2.279978 0.0 -0.1 0.1
H 1.228091 -2.383904 3.128528 -0.1 0.1 -0.2
H 0.579714 -1.546038 -0.578413 0.0 -0.1 0.1
O 1.536804 -3.240885 -1.284459 0.2 -0.2 0.2
C 1.379547 -2.922826 -2.572903 0.3 -0.1 -0.3
O 0.620368 -2.080954 -2.977013 -0.1 0.2 0.0
C 2.247667 -3.791837 -3.433906 0.0 0.1 0.0
H 2.437811 -3.305204 -4.385648 0.0 0.0 0.0
H 3.174531 -4.025496 -2.919727 0.1 0.0 0.0
H 1.706105 -4.721187 -3.609308 0.0 -0.1 0.0
H -0.408016 -4.386189 0.034839 -0.1 0.2 0.0
O -1.444465 -3.131535 -1.236008 -0.2 0.3 0.1
C -1.355234 -4.037614 -2.231918 -0.2 -0.1 -0.2
O -0.687777 -5.033614 -2.165494 0.1 -0.1 0.0
C -2.176457 -3.614885 -3.412180 0.1 -0.1 0.0
H -1.611965 -2.851180 -3.945604 0.0 0.1 0.0
H -3.118490 -3.183345 -3.090168 -0.1 0.0 0.0
H -2.340241 -4.464212 -4.068189 0.0 0.0 0.0
H -1.526698 -1.669897 0.943077 0.0 -0.2 0.0
H -3.763129 -0.440880 4.046865 -0.1 -0.1 0.0
H -5.387285 -0.639279 3.400590 0.0 0.0 -0.1
H -4.623545 -1.970152 4.329811 -0.1 0.0 0.1

Entry 2:
72
Properties=species:S:1:pos:R:3:forces:R:3 method="wB97M-V/def2-TZVPD" homo_energy_ev="-4.8 / -5.5" total_charge=-1 multiplicity=2 total_energy_ha=-3395.14502 max_force_ev_per_a=0.78 homo_lumo_gap_ev="7.08 / 7.77" de_lowest_ev=1.3713
Ti 1.535563 0.312215 -0.821521 -0.2 0.5 0.6
O 1.539728 2.723778 1.634489 0.0 0.0 0.0
P 2.250578 3.190952 0.286419 0.0 -0.1 -0.1
O 3.249500 4.233344 0.486416 0.0 0.0 0.0
O 2.638286 1.875186 -0.442543 0.0 0.0 0.0
O 0.997068 3.753418 -0.604479 0.0 -0.1 0.0
P 0.422050 2.988265 -1.893171 -0.1 0.0 0.1
O -1.058656 3.613167 -1.972611 0.1 0.1 0.1
O 1.179538 3.201347 -3.121679 0.0 0.0 -0.1
O 0.166193 1.539232 -1.382637 0.2 -0.3 -0.2
H 1.416975 1.746896 1.617240 0.0 0.0 0.0
H -1.146625 4.094144 -2.803560 0.0 -0.1 -0.1
N -1.586603 -2.443455 -2.674548 0.0 0.0 0.0
C -2.286241 -1.182250 -2.847771 0.0 0.0 0.0
C -3.622923 -1.470015 -3.545826 0.0 0.0 0.0
C -4.672051 -0.357096 -3.599893 0.0 0.0 0.0
C -5.035252 0.239175 -2.241889 -0.1 0.1 0.0
N -4.034289 1.199468 -1.814359 0.1 -0.1 -0.1
C -3.954072 1.536922 -0.579417 -0.1 0.1 0.0
N -3.129821 2.560277 -0.193973 0.0 -0.1 0.0
N -4.736908 1.010991 0.430132 0.0 0.0 0.0
C -1.456341 -0.134383 -3.607815 0.1 -0.1 0.0
O -1.941551 1.108040 -3.607901 0.0 0.1 0.0
O -0.436794 -0.413706 -4.184008 -0.2 0.0 -0.1
H -0.640083 -2.265362 -2.349715 0.0 0.0 0.0
H -1.471843 -2.875194 -3.586542 0.0 0.0 0.0
H -2.495670 -0.768846 -1.858890 0.0 0.0 0.0
H -4.049952 -2.326978 -3.016952 0.0 0.0 0.0
H -3.405669 -1.812322 -4.563541 0.0 0.0 0.0
H -5.578204 -0.784644 -4.037816 0.0 0.0 0.0
H -4.357476 0.452792 -4.261398 0.0 0.0 0.0
H -5.176625 -0.593881 -1.533665 0.1 0.0 0.0
H -6.004501 0.746951 -2.323417 0.0 0.0 0.0
H -2.694058 1.204417 -2.961897 0.0 0.0 0.0
H -2.483374 2.882691 -0.906875 0.0 0.0 0.0
H -2.719403 2.493975 0.723275 0.0 0.0 0.0
H -5.082525 0.077672 0.288642 0.0 0.0 0.0
H -4.451456 1.211644 1.373672 0.0 0.0 0.0
O 1.074765 -1.514757 -1.356909 0.0 0.0 -0.1
N 2.222579 -1.673453 -2.014105 0.0 0.1 0.0
O 2.772426 -0.446924 -2.020279 0.1 -0.1 -0.2
C 3.706262 -1.756533 5.229247 0.0 0.0 0.0
C 3.733996 -1.299976 3.792791 0.0 0.0 0.0
C 4.929632 -1.212764 3.096448 0.0 0.0 0.0
C 4.927200 -0.798426 1.769621 0.0 0.0 0.0
C 6.205667 -0.706782 0.979495 0.0 0.0 0.0
C 3.726802 -0.475333 1.158706 0.0 0.0 0.0
C 2.495933 -0.537833 1.829016 0.0 0.0 0.0
C 2.541248 -0.965172 3.163972 0.0 0.0 0.1
N 1.324702 -0.147953 1.143671 -0.2 -0.1 0.1
C 0.010167 -0.647047 1.641489 0.0 0.0 0.0
C -0.473909 0.133731 2.877970 0.0 0.0 0.0
C 0.023090 -2.164019 1.865931 0.0 0.0 0.0
C -1.056622 -0.384789 0.571023 0.0 0.0 0.0
H 4.715395 -1.904839 5.613459 0.0 0.0 0.0
H 3.165960 -2.700515 5.331220 0.0 0.0 0.0
H 3.207008 -1.023307 5.865642 0.0 0.0 0.0
H 5.864317 -1.466079 3.585044 0.0 0.0 0.0
H 7.074347 -0.870457 1.617428 0.0 0.0 0.0
H 6.302095 0.272766 0.509671 0.0 0.0 0.0
H 6.222409 -1.452914 0.182615 0.0 0.0 0.0
H 3.785065 -0.161076 0.123553 0.0 0.0 0.0
H 1.641903 -1.050071 3.751088 0.0 0.0 0.0
H 0.177460 0.063588 3.744034 0.0 0.0 0.0
H -1.460486 -0.234271 3.173345 0.0 0.0 0.0
H -0.567185 1.193679 2.629154 0.0 0.0 0.0
H 0.702894 -2.482638 2.651203 0.0 0.0 0.0
H 0.318843 -2.656520 0.938172 0.0 0.0 0.0
H -0.982750 -2.500903 2.129417 0.0 0.0 0.0
H -1.132405 0.673863 0.328193 0.0 0.0 0.0
H -2.025629 -0.726053 0.943308 0.0 0.0 0.0
H -0.859692 -0.945050 -0.344608 0.0 0.0 0.0

Entry 3:
83
Properties=species:S:1:pos:R:3:forces:R:3 method="wB97M-V/def2-TZVPD" homo_energy_ev="-14.0 / -14.4" total_charge=+2 multiplicity=5 total_energy_ha=-4252.60080 max_force_ev_per_a=4.92 homo_lumo_gap_ev="7.58 / 3.57"
Pd -0.184575 0.373521 -1.356210 1.6 -0.3 -0.4
C 3.282325 -3.181476 2.734470 -0.5 -0.8 -0.2
C 3.053343 -2.217871 1.561253 -1.6 0.3 0.5
C 2.744313 -2.942008 0.253509 1.3 -2.7 0.6
C 4.187640 -1.205140 1.472108 -0.2 0.6 -0.4
O 1.877728 -1.362210 1.843823 0.6 0.0 -0.1
Si 0.324197 -1.508983 1.469194 0.6 -2.9 2.2
O -0.086148 -1.176988 -0.065407 -0.7 0.9 -0.7
O 0.009730 -3.136683 1.641315 0.7 1.9 -1.0
C -1.134445 -3.972929 1.705670 1.5 -0.6 1.8
C -2.003892 -3.872700 0.522137 -0.4 -2.3 -0.8
C -0.536872 -5.381855 1.800826 1.4 0.1 1.4
C -1.801972 -3.582758 2.995115 -0.5 -1.3 1.8
O -0.508831 -0.616125 2.524965 -0.2 -0.2 -0.8
C -0.069222 0.440789 3.376116 -0.7 1.4 0.5
C 1.033473 1.305313 2.725896 1.0 -0.6 2.5
C -1.274160 1.349283 3.573172 0.7 1.3 -0.8
C 0.353040 -0.069198 4.746881 0.3 -2.0 0.3
H 4.298929 -3.588954 2.574656 -0.5 0.0 0.4
H 2.530736 -4.028638 2.821906 0.9 1.0 -0.6
H 3.218808 -2.669728 3.695490 0.3 0.2 -0.1
H 3.280460 -3.972941 0.285736 -0.2 1.9 -0.5
H 3.066937 -2.318445 -0.560380 0.1 -0.1 -0.7
H 1.728316 -3.339478 0.128616 0.1 0.8 0.3
H 5.144205 -1.694190 1.308127 0.1 0.0 -0.3
H 4.289795 -0.657526 2.421412 -0.2 -0.2 -0.3
H 3.961534 -0.447363 0.660928 0.4 -0.9 0.8
H -1.326624 -3.997086 -0.347050 -0.7 0.3 0.1
H -2.622623 -2.993189 0.518101 -0.2 0.5 -0.3
H -2.633865 -4.825118 0.603249 0.4 1.5 -0.5
H 0.170326 -5.581303 0.989615 -0.4 0.0 -0.1
H -1.235074 -6.204111 1.926372 -0.3 0.1 -0.3
H 0.098545 -5.389605 2.730604 -0.5 0.0 -0.8
H -2.329370 -2.665953 2.839816 -0.6 0.7 0.1
H -1.110273 -3.426161 3.892369 -0.6 -0.4 -1.5
H -2.511250 -4.400536 3.289158 0.3 0.9 -0.2
H 0.686005 1.701659 1.793692 0.0 0.3 -0.7
H 1.951436 0.674298 2.660147 -0.6 0.8 -0.3
H 1.254063 2.132953 3.474474 -0.3 -0.8 -1.2
H -1.539218 1.872829 2.603506 0.3 -0.3 1.2
H -0.957682 2.050656 4.366617 -0.5 0.2 -0.6
H -2.138940 0.852313 3.931089 -0.8 -0.8 0.4
H 1.127177 -0.844735 4.650663 0.3 0.5 -0.2
H -0.400702 -0.656537 5.308490 -0.3 0.7 -0.6
H 0.700474 0.699016 5.428907 0.1 0.3 -0.2
S 1.993665 0.803214 -1.155510 1.2 -0.5 1.2
C 2.712221 1.818442 -2.291442 0.6 0.5 -1.7
N 3.066599 3.088866 -2.128358 -1.0 -2.9 1.0
C 3.237220 3.781567 -3.335042 0.5 2.1 -1.8
C 3.639905 2.779827 -4.434905 0.3 1.8 -0.8
S 3.040589 1.180898 -3.934982 -0.5 0.1 1.7
H 3.009056 3.541626 -1.229420 -0.2 0.2 0.2
H 4.012578 4.549764 -3.169704 -0.3 -0.2 -0.4
H 2.295230 4.247651 -3.643638 0.4 0.2 0.4
H 4.737677 2.830457 -4.437243 -0.3 -0.6 -0.7
H 3.151886 3.089698 -5.426545 1.0 -0.6 1.5
F -3.082841 2.848485 -4.216068 -0.2 0.2 -0.1
C -1.962773 3.335657 -4.700876 1.2 0.9 -0.7
F -1.786807 4.646914 -4.427153 -0.5 -1.9 -0.4
F -1.899583 3.140631 -6.047866 0.0 0.1 2.2
S -0.466953 2.414530 -3.836068 1.1 0.2 1.2
O -0.390458 0.982532 -4.096257 -0.9 1.0 -0.1
O 0.654840 3.212682 -4.293061 -1.4 -0.5 0.7
N -0.668371 2.325801 -2.070712 -0.1 1.9 -0.8
S -1.197160 3.453657 -0.945732 0.1 2.1 -0.9
O -2.103002 4.370989 -1.585741 0.0 -0.8 0.2
O -1.526305 2.742373 0.262402 0.1 -0.4 -0.7
C 0.119606 4.781536 -0.301990 0.8 -0.6 0.4
F 1.190193 4.063519 0.236326 -1.2 1.0 -0.6
F -0.383669 5.598223 0.672466 0.8 -1.7 -2.2
F 0.593005 5.480865 -1.363133 -0.7 -0.6 1.4
C -5.446272 -0.213304 -3.306012 -0.7 0.7 0.4
N -4.305584 -0.116363 -2.375722 0.7 0.5 3.0
C -4.359176 0.141548 -0.969553 -2.1 -0.6 -4.4
C -3.053740 0.170384 -0.566156 4.0 0.3 0.6
N -2.177741 -0.032496 -1.587466 -3.5 -0.7 0.7
C -2.953618 -0.249398 -2.655337 -1.2 0.4 0.7
H -5.225944 0.363081 -4.213686 0.1 -0.4 0.2
H -6.316892 0.307297 -2.809507 0.9 -0.9 -0.5
H -5.633492 -1.273345 -3.511246 -0.2 0.4 0.0
H -5.268772 0.328351 -0.417409 -0.1 -0.1 -0.1
H -2.654029 0.424760 0.403526 -0.2 -0.1 0.3
H -2.558882 -0.485031 -3.612327 0.1 -0.1 -0.8